Entry from OMol25: a 15-piece molecular cluster, C44H129N11O15 overall (wB97M-V/def2-TZVPD).

Results
Electronic energy: -3484.28872 Eh
Net charge: 0
LUMO energy: 0.01404 Ha
Frontier orbital gap: 9.139 eV
E_HOMO: -8.757 eV
Energy relative to the best compared isomer or geometry (same formula, charge and spin): 4.079 eV

The geometry in XYZ format:
```
199
Properties=species:S:1:pos:R:3:lowdin_charge:R:1
O -2.75341 -3.42030 -1.91800 -0.06
H -3.07706 -3.19819 -1.04499 -0.01
H -1.82825 -3.62708 -1.78554 0.00
O -3.83041 2.08205 3.90901 -0.05
H -4.43727 2.50230 3.29962 0.03
H -3.10787 1.78040 3.35840 0.00
O 2.96965 -0.18838 -3.43321 -0.05
H 3.20723 0.73789 -3.47584 -0.01
H 2.67472 -0.40149 -4.31855 0.00
O -3.19727 3.72662 0.80294 -0.08
H -2.90554 3.85915 -0.09903 -0.04
H -2.68272 4.34999 1.31566 0.03
C -0.85918 -5.93724 -0.23354 -0.03
C -1.53966 -4.91312 0.59095 -0.50
C -1.89662 -5.36673 1.96957 -0.17
O -2.83993 -6.46631 1.96768 -0.19
C -4.06841 -6.25307 1.24810 -0.09
N -0.85335 -3.63601 0.49453 0.07
H 0.15960 -6.03614 0.14116 0.09
H -0.86505 -5.50837 -1.23560 0.08
H -1.34087 -6.91476 -0.21069 0.09
H -2.50365 -4.62483 0.17177 0.09
H -2.31596 -4.60171 2.62303 0.12
H -1.00564 -5.77288 2.44844 0.12
H -4.87382 -6.98042 1.34985 0.09
H -3.91698 -6.10404 0.17901 0.07
H -4.41896 -5.28868 1.61578 0.08
H -1.14434 -2.99900 1.22230 0.06
H 0.09917 -3.80166 0.78669 0.06
C 0.05539 0.42149 2.61630 -0.07
C 0.42414 0.75161 1.22676 -0.42
C -0.62045 0.26007 0.16657 -0.14
O 0.08624 0.19501 -1.06214 -0.22
C -0.40605 -0.62883 -2.10421 -0.08
N 0.45693 2.16381 1.17643 0.07
H 0.53732 -0.52813 2.84883 0.05
H -0.93182 0.16780 3.00251 0.08
H 0.64401 0.98038 3.34381 0.07
H 1.41752 0.30692 1.16708 0.11
H -1.50861 0.84839 -0.06393 0.12
H -0.93628 -0.76522 0.35925 0.10
H -1.48148 -0.58908 -2.27735 0.06
H -0.21592 -1.67027 -1.84468 0.08
H 0.14503 -0.35782 -3.00475 0.08
H 0.90121 2.63120 1.95377 0.08
H -0.41304 2.58971 0.89028 0.07
C 4.10843 0.56566 3.78941 -0.05
C 4.78979 1.89396 4.09324 -0.41
C 6.21960 2.00546 3.43343 -0.18
O 7.12914 1.12487 4.06792 -0.18
C 8.21700 0.84527 3.29911 -0.13
N 3.97551 3.01030 3.69250 0.05
H 3.62199 0.61429 2.81519 0.06
H 3.44110 0.23948 4.58714 0.07
H 4.78250 -0.28314 3.67425 0.06
H 4.83910 1.96787 5.17962 0.12
H 6.58632 3.03173 3.45258 0.12
H 6.16875 1.78709 2.36674 0.12
H 9.03922 0.55037 3.95111 0.10
H 8.42764 1.70066 2.65722 0.09
H 7.95400 -0.03306 2.70966 0.07
H 2.99458 2.97413 3.93032 0.05
H 4.04859 2.89454 2.69182 0.01
C -3.68854 0.11871 -4.16376 -0.05
C -4.68949 0.20540 -5.28755 -0.44
C -5.58286 -1.05086 -5.47920 -0.17
O -6.50560 -0.79453 -6.57219 -0.23
C -7.56077 -1.76011 -6.65569 -0.09
N -5.71922 1.18919 -5.05494 0.04
H -2.99177 0.93482 -4.35495 0.06
H -3.17272 -0.83779 -4.24833 0.07
H -3.99961 0.17269 -3.12049 0.06
H -4.23736 0.58359 -6.20443 0.13
H -6.20853 -1.29145 -4.61969 0.12
H -4.92116 -1.88272 -5.72053 0.12
H -8.29054 -1.43411 -7.39682 0.09
H -8.06384 -1.85320 -5.69322 0.08
H -7.08408 -2.72926 -6.80269 0.09
H -5.52839 1.72618 -5.88880 0.07
H -6.53097 0.72139 -5.43220 0.05
C 0.92914 -2.00155 -5.72442 -0.03
C 0.44138 -1.58367 -7.14297 -0.44
C -0.48323 -0.39824 -7.18435 -0.20
O 0.25648 0.72433 -6.75433 -0.20
C -0.17516 1.94854 -7.16004 -0.13
N 1.57911 -1.44827 -8.02645 0.05
H 1.19021 -1.01346 -5.34546 0.04
H 1.78573 -2.66539 -5.84140 0.09
H 0.21165 -2.37969 -4.99620 0.08
H -0.18853 -2.41316 -7.46432 0.13
H -1.36576 -0.58887 -6.57369 0.12
H -0.82557 -0.22179 -8.20403 0.12
H -0.33628 1.92726 -8.23786 0.09
H 0.66251 2.62010 -6.97192 0.09
H -1.14026 2.19003 -6.71464 0.08
H 1.16022 -1.07936 -8.86819 0.07
H 2.15432 -0.67236 -7.73115 0.07
C -1.57231 4.66691 6.67795 -0.06
C -0.49631 4.54242 5.54837 -0.39
C 0.36390 3.25459 5.66315 -0.19
O 1.08374 3.35252 6.84916 -0.18
C 1.89357 2.27849 7.19665 -0.11
N -1.27319 4.44270 4.32971 0.01
H -1.04954 4.59884 7.63198 0.07
H -2.28792 3.84574 6.63704 0.07
H -2.18938 5.56479 6.64424 0.07
H -0.03668 5.53071 5.55961 0.14
H 1.12293 3.34419 4.88601 0.10
H -0.22130 2.33598 5.62055 0.13
H 2.27407 2.26666 8.21801 0.09
H 2.81767 2.04961 6.66584 0.07
H 1.25228 1.39799 7.23627 0.08
H -1.92561 5.21339 4.30764 0.07
H -1.99476 3.74133 4.41640 0.04
C -0.25351 -2.28812 7.46743 -0.03
C 0.52110 -2.64757 6.08333 -0.41
C 0.21520 -4.03731 5.36033 -0.21
O 0.70735 -4.11615 4.06495 -0.19
C 2.13970 -4.34325 4.01402 -0.08
N 0.37087 -1.57150 5.21581 0.03
H 0.25626 -2.77192 8.30061 0.06
H -1.30166 -2.58562 7.43616 0.06
H -0.34721 -1.22545 7.69116 0.06
H 1.56529 -2.59563 6.39170 0.12
H -0.87422 -4.00594 5.37698 0.11
H 0.44258 -4.89566 5.99249 0.12
H 2.71441 -3.65036 4.62860 0.08
H 2.54074 -4.13222 3.02269 0.06
H 2.59151 -5.30263 4.26616 0.09
H -0.55383 -1.33295 4.88702 0.08
H 0.94153 -1.65523 4.38669 0.05
C -0.59542 3.23839 -2.28292 -0.03
C -1.55263 4.31023 -2.84003 -0.41
C -2.13386 4.13977 -4.22669 -0.19
O -2.97194 5.26417 -4.56228 -0.16
C -2.18379 6.27506 -5.20292 -0.11
N -2.65301 4.50800 -1.88033 0.04
H -0.98788 2.24924 -2.51881 0.07
H -0.46812 3.32821 -1.20412 0.07
H 0.35027 3.25593 -2.82464 0.06
H -0.92650 5.19070 -2.69564 0.13
H -2.81461 3.28852 -4.23485 0.12
H -1.27232 3.92803 -4.85994 0.11
H -2.75509 7.17193 -5.44240 0.09
H -1.82802 6.02736 -6.20301 0.08
H -1.24512 6.54325 -4.71809 0.08
H -2.90508 5.47626 -2.01829 0.09
H -3.47715 4.05344 -2.24677 0.09
C -3.72942 -0.58011 1.24721 -0.05
C -4.29804 -0.30000 -0.19258 -0.41
C -5.35001 -1.36794 -0.59063 -0.20
O -4.84805 -2.65884 -0.45779 -0.24
C -5.72138 -3.57631 -1.14451 -0.08
N -4.91444 0.95470 -0.04031 0.04
H -4.55399 -0.77772 1.93214 0.09
H -3.14486 0.28048 1.57245 0.04
H -2.98927 -1.37975 1.27664 0.05
H -3.52483 -0.38525 -0.95610 0.11
H -5.46783 -1.25708 -1.66857 0.11
H -6.26539 -1.42734 -0.00186 0.13
H -5.23671 -4.54498 -1.26656 0.08
H -5.81441 -3.29449 -2.19333 0.08
H -6.71061 -3.59897 -0.68734 0.09
H -5.65368 0.93530 0.64762 0.08
H -4.33569 1.63181 0.43579 0.04
C 3.66935 3.57735 0.37792 -0.04
C 3.18650 2.77420 -0.87646 -0.43
C 4.19735 2.98615 -2.04150 -0.13
O 3.58090 2.48944 -3.25428 -0.26
C 3.02742 3.38843 -4.24477 -0.06
N 2.95139 1.38932 -0.66593 0.08
H 3.25109 3.20068 1.31134 0.03
H 3.37936 4.61618 0.22026 0.08
H 4.75753 3.61022 0.43157 0.07
H 2.21680 3.19710 -1.13901 0.11
H 5.05919 2.35885 -1.81385 0.13
H 4.40636 4.02774 -2.28541 0.12
H 2.15891 3.90279 -3.83341 0.07
H 2.74745 2.80634 -5.12278 0.08
H 3.81312 4.07641 -4.55695 0.09
H 2.05147 1.40983 -0.20787 0.02
H 2.68512 0.94190 -1.53138 0.05
C 7.67585 -3.01513 1.74177 -0.08
C 6.20661 -3.16252 2.12620 -0.39
C 5.30647 -2.81206 0.96530 -0.23
O 3.99282 -2.76820 1.39639 -0.20
C 3.15927 -1.99161 0.64241 -0.12
N 6.09794 -4.61136 2.48037 0.03
H 7.89694 -2.03500 1.31920 0.07
H 8.04477 -3.79882 1.08010 0.07
H 8.39576 -3.23175 2.53102 0.08
H 5.90964 -2.53819 2.96888 0.13
H 5.43782 -3.45968 0.09844 0.14
H 5.54151 -1.78559 0.68382 0.12
H 3.44055 -1.92233 -0.40839 0.10
H 3.21331 -1.00449 1.10152 0.06
H 2.11216 -2.28400 0.72102 0.08
H 6.41062 -5.22122 1.73850 0.06
H 5.13425 -4.90921 2.53232 0.05
```